Entry 1:
36
Properties=species:S:1:pos:R:3:mulliken_charge:R:1 method="wB97M-V/def2-TZVPD" smiles="CCCCCCCCC1=C(C)C(=O)OC1=O" e_above_lowest_kcal_mol=163.2 homo_lumo_gap_ev=8.734 e_homo_ev=-10.1 charge=0 spin_multiplicity=1 e_lumo_ev=-1.38
C 1.708 4.031 -0.321 -0.81
C 0.773 3.410 -1.518 -0.45
C -0.783 3.090 -1.073 -0.55
C -0.719 1.973 0.138 -0.31
C -2.151 1.252 0.480 -0.50
C -2.060 -0.344 0.842 -0.58
C -0.758 -0.786 1.732 -0.30
C -0.565 -2.436 1.720 -0.76
C -0.120 -3.044 0.263 0.33
C 1.251 -2.970 -0.386 0.26
C 2.615 -2.232 0.178 -0.94
C 1.058 -3.812 -1.817 0.43
O 2.163 -4.089 -2.528 -0.52
O -0.347 -4.172 -2.073 -0.25
C -1.074 -3.902 -0.790 0.38
O -2.343 -4.346 -0.608 -0.53
H 2.798 3.572 -0.440 0.22
H 1.802 5.203 -0.362 0.27
H 1.358 3.761 0.769 0.21
H 0.774 4.192 -2.397 0.31
H 1.333 2.444 -1.919 0.24
H -1.390 4.034 -0.738 0.26
H -1.280 2.533 -2.002 0.29
H -0.329 2.436 1.167 0.20
H 0.080 1.161 -0.209 0.07
H -2.690 1.849 1.330 0.30
H -2.845 1.356 -0.485 0.30
H -2.138 -1.058 -0.086 0.21
H -3.018 -0.585 1.513 0.27
H 0.260 -0.313 1.399 0.20
H -0.949 -0.496 2.855 0.30
H 0.300 -2.744 2.483 0.31
H -1.592 -2.909 2.028 0.31
H 2.914 -1.369 -0.583 0.25
H 2.442 -1.712 1.234 0.26
H 3.521 -2.977 0.201 0.34

---

Entry 2:
43
Properties=species:S:1:pos:R:3:mulliken_charge:R:1 method="wB97M-V/def2-TZVPD" homo_lumo_gap_ev="6.953 / 6.287" e_homo_ev="-8.6 / -8.0" charge=0 spin_multiplicity=1 e_lumo_ev="-1.61 / -1.69"
H 2.337 -1.174 0.028 0.59
N 0.432 -1.342 -0.831 0.07
B -1.860 -2.081 -1.541 0.13
N -0.384 -2.370 -1.182 -0.06
C 0.231 -3.546 -0.900 -0.07
Hg -0.058 0.995 -1.343 1.22
H -0.301 -4.457 -1.098 0.46
C 1.491 -3.248 -0.361 -1.19
H 2.239 -3.932 -0.033 0.39
C 1.565 -1.849 -0.344 -0.42
H -2.478 -3.061 -1.808 -0.13
C -0.788 2.726 -0.520 -1.39
H 0.284 3.093 -0.441 0.38
H -1.488 2.955 0.279 0.23
H -1.093 3.180 -1.484 0.32
N -1.868 -1.122 -2.762 0.04
N -2.450 -1.269 -0.365 -0.10
N -1.180 0.086 -2.744 -0.41
N -1.800 -0.160 0.087 0.38
C -2.406 -1.265 -3.991 -0.06
C -3.421 -1.622 0.509 -0.11
H -2.961 -2.132 -4.236 0.50
H -3.999 -2.517 0.317 0.44
C -2.085 -0.140 -4.731 -1.14
C -3.410 -0.702 1.544 -1.27
C -1.313 0.689 -3.933 0.18
C -2.364 0.197 1.249 -0.29
H -2.390 0.061 -5.726 0.39
H -4.068 -0.680 2.388 0.41
H -0.807 1.652 -4.144 0.36
H -2.000 1.043 1.820 0.36
H 1.297 1.465 -2.406 -0.17
C 0.928 0.301 3.121 -1.47
C 0.951 1.346 2.017 1.09
C 2.083 2.349 2.271 -1.43
O 1.261 0.593 0.909 -0.29
H 1.888 -0.221 3.028 0.37
H 0.186 -0.475 2.900 0.35
H 0.819 0.720 4.132 0.39
H -0.019 1.913 2.024 -0.10
H 3.024 1.786 2.235 0.32
H 2.144 3.079 1.459 0.33
H 1.974 2.823 3.257 0.39

---

Entry 3:
50
Properties=species:S:1:pos:R:3:mulliken_charge:R:1 method="wB97M-V/def2-TZVPD" homo_lumo_gap_ev="7.233 / 5.577" s2=0.76 e_homo_ev="-5.3 / -5.2" charge=-1 spin_multiplicity=2 e_lumo_ev="1.97 / 0.34"
Rh 1.266 -0.851 -1.291 0.84
S 1.754 -3.754 -4.958 -0.42
Sb 0.770 -1.726 -4.478 0.42
S -0.441 -2.152 -2.386 -0.41
S 2.529 -0.478 -3.273 -0.42
O -0.125 -0.686 0.756 -0.40
C -1.234 -1.170 0.862 0.09
C -2.325 -0.526 1.695 -0.78
C -2.809 -1.595 2.698 -0.86
C -1.691 -2.543 3.181 -0.48
C -1.479 -3.805 2.328 -0.72
C -0.865 -3.525 0.948 -0.41
N -1.571 -2.406 0.358 0.11
H -3.150 -0.167 1.077 0.39
H -1.882 0.326 2.211 0.33
H -3.613 -2.187 2.252 0.35
H -3.239 -1.084 3.562 0.43
H -1.950 -2.878 4.189 0.42
H -0.753 -1.990 3.253 0.28
H -2.444 -4.301 2.194 0.30
H -0.830 -4.489 2.876 0.39
H -0.951 -4.399 0.299 0.31
H 0.187 -3.246 1.023 0.07
H -2.569 -2.574 0.302 0.33
C -2.310 3.020 -1.439 -1.17
C -1.355 2.961 -0.269 -0.55
S 0.252 2.085 -0.637 0.86
O -0.195 0.974 -1.525 -0.47
C 0.976 3.332 -1.811 -0.61
C 0.753 2.960 -3.262 -0.88
H -3.329 3.212 -1.103 0.41
H -2.283 2.061 -1.951 0.27
H -2.029 3.804 -2.137 0.26
H -1.764 2.367 0.549 0.17
H -1.084 3.939 0.121 0.51
H 2.040 3.332 -1.586 0.18
H 0.561 4.302 -1.550 0.53
H 1.298 2.046 -3.490 0.08
H 1.127 3.748 -3.915 0.40
H -0.299 2.789 -3.473 0.22
O 3.989 -2.701 1.378 -0.63
C 3.191 -2.446 0.555 0.70
N 2.371 -2.289 -0.286 -0.87
Cl 4.267 3.252 2.176 -0.18
C 4.190 1.970 0.972 0.68
Cl 5.078 0.557 1.558 -0.15
Cl 4.917 2.549 -0.526 -0.18
C 2.673 1.546 0.731 0.17
O 1.907 1.773 1.644 -0.61
O 2.477 1.066 -0.402 -0.34

---

Entry 4:
45
Properties=species:S:1:pos:R:3:mulliken_charge:R:1 method="wB97M-V/def2-TZVPD" e_above_lowest_kcal_mol=61.9 homo_lumo_gap_ev=7.790 e_homo_ev=-5.7 charge=-1 spin_multiplicity=1 e_lumo_ev=2.11
C 4.168 -1.907 1.078 -0.56
C 4.087 -1.282 -0.196 -0.35
C 2.707 -0.683 -0.760 -0.25
S 2.100 0.812 0.178 1.24
O 2.731 2.013 -0.535 -0.75
O 2.660 0.869 1.608 -0.63
N 0.409 1.055 0.091 -0.54
S -0.454 -0.059 1.058 1.12
O 0.388 -1.050 1.821 -0.62
O -1.258 0.766 2.062 -0.71
C -1.658 -0.993 -0.025 -0.61
C -1.263 -2.520 -0.262 0.62
O -0.208 -2.934 -0.759 -0.47
F -2.236 -3.534 0.094 -0.31
H 3.674 -1.507 2.022 0.26
H 4.714 -2.916 1.162 0.24
H 5.028 -1.242 -0.853 0.28
H 1.928 -1.505 -0.888 0.04
H 2.947 -0.304 -1.827 0.32
H -2.665 -1.004 0.538 0.32
H -1.775 -0.416 -1.010 0.37
C 2.520 3.696 3.268 -0.97
C 1.952 4.928 2.574 -0.36
C 2.731 6.207 2.896 -0.39
C 2.687 6.479 4.373 0.27
N 2.652 6.692 5.535 -0.48
H 2.465 3.785 4.357 0.42
H 1.953 2.806 2.987 0.11
H 3.565 3.535 2.987 0.30
H 0.904 5.049 2.868 0.29
H 1.966 4.764 1.493 0.25
H 2.294 7.057 2.364 0.30
H 3.774 6.110 2.581 0.28
C -4.457 -4.949 -3.469 -1.07
C -5.382 -3.743 -3.343 -0.42
C -4.838 -2.499 -4.049 -0.39
C -3.519 -2.107 -3.448 0.27
N -2.482 -1.799 -2.973 -0.45
H -3.489 -4.765 -2.997 0.30
H -4.898 -5.819 -2.976 0.31
H -4.286 -5.204 -4.519 0.31
H -5.540 -3.527 -2.281 0.29
H -6.357 -3.996 -3.768 0.31
H -5.540 -1.668 -3.942 0.27
H -4.701 -2.692 -5.117 0.29

---

Number 1: energy -19940.037 eV, strongest force on any atom 9.74 eV/Å. Number 2: energy -29655.355 eV, strongest force on any atom 4.58 eV/Å. Number 3: energy -117496.044 eV, strongest force on any atom 2.53 eV/Å. Number 4: energy -52913.755 eV, strongest force on any atom 5.74 eV/Å.